Computed, not measured: a molecular structure, H22O23S3Zn at a distorted geometry, with the ωB97M-V functional and the def2-TZVPD basis.

Last column: natural (NBO) charge in e.
Cartesian coordinates (Å):
Zn: 6.37835 -0.25717 6.47816  0.1568
S: 1.64009 1.29100 5.26068  2.5554
O: 0.56705 1.91895 6.00619  -1.0561
O: 1.21038 0.01108 4.64833  -0.8657
O: 1.99905 2.07658 4.09528  -0.8894
O: 2.78838 1.18330 6.15623  -0.9321
S: 8.26784 1.37618 2.01886  2.6051
O: 9.43779 0.46962 2.04125  -1.1269
O: 7.69990 1.31116 0.70311  -1.0667
O: 7.25938 0.84888 2.89609  -0.9851
O: 8.60568 2.70417 2.49358  -1.1095
S: 4.38325 -5.36599 5.39552  2.5524
O: 5.20828 -6.20131 4.49719  -0.9804
O: 3.00164 -5.16161 4.86291  -0.9247
O: 4.43201 -6.03171 6.70162  -1.0535
O: 4.98601 -4.07087 5.47126  -0.8720
O: 14.15683 0.38729 3.05317  -0.9437
H: 14.85636 0.34820 2.40097  0.4515
H: 13.35951 0.18897 2.56208  0.4913
O: 10.12327 -1.38070 5.97855  -0.9230
H: 10.95184 -1.56952 6.41908  0.4389
H: 10.37007 -1.19478 5.07260  0.4833
O: 8.17640 2.87688 7.40311  -0.9129
H: 8.63859 3.45729 6.79835  0.4687
H: 8.63105 2.98894 8.23796  0.4432
O: 11.69172 5.92127 0.76133  -0.9584
H: 10.82139 5.69774 1.09116  0.4880
H: 11.69275 5.60957 -0.14370  0.4688
O: 6.74207 7.02614 2.47765  -0.9302
H: 7.43726 6.36838 2.46033  0.4865
H: 7.19684 7.85929 2.35401  0.4432
O: 6.21771 -1.55313 -2.94565  -0.9373
H: 6.54368 -0.91814 -2.30787  0.4910
H: 6.80730 -1.46533 -3.69458  0.4460
O: 3.72415 2.44337 -1.55750  -0.9345
H: 4.58459 2.18447 -1.22759  0.4913
H: 3.83406 2.48541 -2.50745  0.4429
O: 13.07394 4.57039 5.01878  -0.9563
H: 13.06593 3.76065 4.50839  0.4840
H: 12.48094 5.15639 4.54847  0.4720
O: 11.10243 3.01575 -2.59502  -0.9621
H: 10.35687 2.57453 -2.18798  0.4946
H: 11.85166 2.77173 -2.05157  0.4660
O: 10.46186 -3.61324 0.11142  -0.9460
H: 11.07440 -4.02820 0.71873  0.4544
H: 10.43150 -2.69778 0.38929  0.4911
O: 3.60068 -1.82911 1.45684  -0.9664
H: 2.86929 -1.71993 2.06460  0.4778
H: 4.30312 -1.29543 1.82833  0.4881

Atoms 1-6, force components in eV/Å:
-0.1 0.0 -0.2
-0.2 -0.2 0.4
-1.5 0.5 0.6
0.1 -0.6 0.4
0.5 1.3 -1.6
0.9 -0.9 0.3

Summary:
- HOMO level: 0.094 Ha
- LUMO level: 0.170 Ha
- Total charge: -4
- Frontier orbital gap: 2.1 eV